[1]
Computed, not measured: 4 unconnected molecules or ions with the total composition C20H48O at a distorted geometry, with ωB97M-V/def2-TZVPD.

Results
**SMILES**: CCCCCC.CCCCCC.CCCCCC.CCO
**E_HOMO**: -9.53 eV
**ΔE to the lowest compared entry with this formula, charge and spin**: 85.3 kcal/mol
**Kohn-Sham gap**: 10.26 eV
**Calculated total energy**: -865.62857 Eh

The geometry in XYZ format:
```
69
Properties=species:S:1:pos:R:3:mulliken_charge:R:1
C 2.516 -3.303 0.107 -1.50
C 2.219 -1.789 -0.032 -0.72
C 3.561 -1.027 -0.317 -0.64
C 3.217 0.525 -0.463 -0.54
C 4.633 1.196 -0.718 -0.48
C 4.408 2.679 -1.106 -1.48
H 1.649 -3.659 0.191 0.58
H 3.461 -3.690 0.776 0.24
H 2.862 -3.765 -0.865 0.30
H 1.653 -1.636 1.024 0.03
H 1.378 -1.545 -0.423 1.16
H 4.253 -1.301 -1.221 0.32
H 4.071 -1.003 0.673 0.28
H 2.849 0.847 0.456 -0.06
H 2.791 0.741 -1.320 0.64
H 5.142 0.789 -1.663 0.27
H 5.481 1.141 -0.041 0.45
H 5.144 3.115 -1.493 0.68
H 3.807 3.264 -0.403 0.23
H 3.883 2.783 -2.197 0.25
C -4.545 -1.486 -7.550 -1.23
C -3.901 -1.341 -6.141 -0.60
C -4.835 -1.663 -4.910 -0.79
C -4.500 -1.214 -3.505 -0.66
C -3.118 -1.756 -2.927 -0.66
C -2.766 -1.285 -1.511 -0.81
H -5.621 -1.181 -7.566 0.32
H -4.596 -2.624 -7.704 0.28
H -3.964 -0.995 -8.222 0.40
H -3.594 -0.432 -5.839 0.50
H -2.929 -1.962 -6.220 0.28
H -5.139 -2.578 -5.049 0.53
H -5.576 -0.920 -5.134 0.34
H -5.481 -1.463 -2.987 0.28
H -4.348 -0.155 -3.054 0.33
H -2.403 -1.778 -3.553 0.62
H -3.544 -2.885 -2.787 0.18
H -3.581 -1.383 -0.665 0.23
H -2.517 -0.153 -1.763 0.22
H -1.870 -1.760 -1.233 0.20
C -1.117 3.504 4.007 -1.30
C -0.489 2.485 3.026 -0.32
C 0.980 2.685 2.776 0.21
C 1.928 2.765 4.017 -0.95
C 3.461 2.573 3.633 -0.11
C 4.344 2.988 4.937 -1.64
H -1.016 4.324 3.507 0.48
H -0.651 3.433 5.093 0.23
H -2.230 3.134 4.189 0.31
H -0.896 2.610 2.093 0.46
H -0.529 1.373 3.353 0.12
H 0.996 3.714 2.081 0.29
H 1.383 1.837 2.160 -0.35
H 1.654 2.036 4.726 0.36
H 1.900 3.692 4.510 0.43
H 3.815 3.305 2.761 0.15
H 3.854 1.594 3.533 0.31
H 4.163 2.244 5.637 0.43
H 3.946 3.787 5.266 0.56
H 5.462 3.095 4.760 0.32
C -1.663 -1.798 1.937 -0.55
C -2.428 -2.949 2.767 -0.47
O -3.694 -3.198 2.171 -0.51
H -0.924 -1.264 2.580 0.26
H -2.547 -1.173 1.675 0.28
H -1.177 -2.118 0.988 -0.01
H -2.529 -2.322 3.611 0.31
H -2.045 -3.896 2.705 0.41
H -4.098 -3.806 2.852 0.30
```


[2]
Computed, not measured: 3 unconnected molecules or ions with the total composition C20H49B2IO10P2 at a distorted geometry, with ωB97M-V/def2-TZVPD.

Results
**SMILES**: COCCCB(C[C@H](C)I)B(C)O.CCOP(=O)(OCC)OCC.CCOP(=O)(OCC)OCC
**E_HOMO**: -9.02 eV
**Kohn-Sham gap**: 9.41 eV
**Calculated total energy**: -2574.16048 Eh

The geometry in XYZ format:
```
84
Properties=species:S:1:pos:R:3:mulliken_charge:R:1
C 0.791 0.901 1.591 -0.62
O 0.709 1.039 0.183 -0.40
C 0.077 2.225 -0.273 -0.43
C -0.624 1.971 -1.609 -0.76
C -2.150 1.788 -1.451 -0.67
B -2.525 0.537 -0.546 -0.19
C -1.808 -0.828 -0.863 -0.83
C -2.297 -2.087 -0.132 -0.18
C -1.210 -3.165 -0.153 -1.29
I -3.966 -2.890 -1.246 -0.05
B -3.648 0.822 0.706 0.66
C -5.108 0.239 0.817 -0.95
O -3.229 1.696 1.714 -0.51
H 0.478 1.800 2.125 0.27
H 1.830 0.700 1.860 0.30
H 0.179 0.059 1.933 0.24
H 0.855 2.985 -0.430 0.38
H -0.621 2.632 0.467 0.30
H -0.201 1.075 -2.065 0.26
H -0.432 2.819 -2.271 0.49
H -2.578 2.710 -1.046 0.29
H -2.576 1.616 -2.449 0.34
H -1.880 -1.006 -1.944 0.40
H -0.732 -0.731 -0.665 0.33
H -2.604 -1.880 0.892 0.42
H -0.720 -3.145 -1.130 0.29
H -0.437 -2.922 0.583 0.34
H -1.599 -4.168 0.007 0.43
H -5.145 -0.480 1.643 0.29
H -5.795 1.047 1.108 0.35
H -5.502 -0.209 -0.093 0.25
H -3.874 2.398 1.834 0.25
C 3.558 -4.168 -6.131 -0.97
C 2.566 -3.136 -5.637 -0.27
O 1.259 -3.301 -6.217 -0.34
P 0.299 -4.447 -5.702 0.82
O -0.021 -4.406 -4.274 -0.60
O -0.995 -4.043 -6.563 -0.31
C -2.272 -3.874 -5.942 -0.25
C -2.545 -2.416 -5.652 -1.13
O 0.787 -5.711 -6.506 -0.26
C 0.254 -7.018 -6.198 -0.28
C -1.118 -7.234 -6.804 -0.98
H 3.310 -5.166 -5.769 0.26
H 4.561 -3.919 -5.782 0.40
H 3.559 -4.206 -7.221 0.25
H 2.485 -3.156 -4.548 0.26
H 2.887 -2.137 -5.927 0.30
H -2.338 -4.465 -5.028 0.36
H -3.011 -4.269 -6.642 0.33
H -1.722 -1.979 -5.084 0.23
H -3.465 -2.305 -5.075 0.34
H -2.643 -1.844 -6.576 0.32
H 0.236 -7.163 -5.117 0.31
H 0.968 -7.727 -6.613 0.33
H -1.891 -6.714 -6.238 0.20
H -1.358 -8.297 -6.800 0.41
H -1.146 -6.861 -7.827 0.27
C 5.339 5.565 5.652 -0.96
C 4.983 4.164 6.105 -0.29
O 3.687 4.095 6.726 -0.38
P 2.376 4.125 5.842 0.88
O 2.259 3.060 4.845 -0.62
O 1.339 3.859 7.041 -0.32
C 0.358 2.824 6.960 -0.12
C 0.821 1.577 7.683 -1.23
O 2.137 5.660 5.590 -0.27
C 1.099 6.095 4.683 -0.27
C -0.274 6.041 5.320 -0.99
H 4.709 5.888 4.824 0.26
H 6.378 5.598 5.323 0.40
H 5.201 6.276 6.467 0.25
H 5.025 3.457 5.273 0.28
H 5.686 3.824 6.863 0.30
H 0.116 2.600 5.920 0.24
H -0.546 3.219 7.429 0.35
H 1.804 1.269 7.326 0.30
H 0.117 0.759 7.525 0.36
H 0.901 1.764 8.755 0.31
H 1.135 5.498 3.770 0.31
H 1.356 7.118 4.418 0.33
H -0.654 5.020 5.369 0.19
H -0.976 6.631 4.731 0.41
H -0.239 6.433 6.336 0.28
```


[3]
Computed, not measured: a molecular structure, C20H50EuN2O4Si2 at a distorted geometry, with ωB97M-V/def2-TZVPD.

Results
**Multiplicity**: 8
**E_HOMO (spin up / spin down)**: -4.53 / -5.00 eV
**ΔE to the lowest compared entry with this formula, charge and spin**: 82.6 kcal/mol
**Kohn-Sham gap (spin up / spin down)**: 4.45 / 4.93 eV
**Calculated total energy**: -2491.49962 Eh

The geometry in XYZ format:
```
79
Properties=species:S:1:pos:R:3:lowdin_spin:R:1
O -0.383 2.239 0.131 0.00
O -1.960 2.574 -1.616 0.00
C -0.741 2.486 1.529 0.00
C 0.433 2.626 2.479 0.00
H -1.346 1.600 1.795 0.00
H -1.376 3.398 1.602 0.00
H 1.117 1.757 2.492 0.00
H 0.040 2.713 3.503 0.00
H 1.021 3.540 2.301 0.00
C 0.948 2.696 -0.285 0.00
C 0.809 4.153 -0.541 0.00
H 1.150 2.042 -1.151 0.00
H 1.673 2.481 0.510 0.00
H 0.030 4.338 -1.276 0.00
H 1.749 4.585 -0.898 0.00
H 0.509 4.664 0.375 0.00
C -1.836 2.263 -3.091 0.00
C -3.248 3.218 -1.186 0.00
C -0.414 2.370 -3.556 0.00
H -2.507 2.963 -3.592 0.00
H -2.222 1.242 -3.178 0.00
H 0.064 3.338 -3.341 0.00
H -0.447 2.310 -4.653 0.00
H 0.181 1.527 -3.167 0.00
C -3.039 4.688 -1.317 0.00
H -3.439 2.863 -0.164 0.00
H -4.028 2.801 -1.846 0.00
H -2.155 5.002 -0.730 0.00
H -3.925 5.224 -0.980 0.00
H -2.867 4.942 -2.379 0.00
H -1.189 2.760 -0.937 0.00
Eu 0.178 -2.696 -0.579 7.02
C -0.971 -0.890 -0.801 -0.01
Si -2.795 -1.167 -0.568 0.00
H -0.744 -0.329 -1.731 0.00
H -0.633 -0.256 0.040 0.00
C -3.437 -0.277 0.923 0.00
C -2.920 -3.024 -0.411 0.00
C -3.753 -0.627 -2.061 0.00
C 0.193 -2.076 1.876 -0.01
Si 0.692 -3.783 2.288 0.00
H -0.694 -1.531 2.223 0.00
H 1.003 -1.350 1.644 0.00
C -0.682 -5.041 2.016 0.00
C 1.323 -3.962 4.040 0.00
C 2.112 -4.222 1.103 0.00
H -4.617 -1.300 -2.106 0.00
H -3.167 -0.737 -2.980 0.00
H -4.096 0.410 -1.966 0.00
H -3.070 -0.734 1.850 0.00
H -4.529 -0.371 0.895 0.00
H -3.172 0.789 0.926 0.00
H -2.479 -3.408 0.525 0.00
H -2.463 -3.543 -1.274 0.00
H -3.993 -3.250 -0.409 0.00
H 0.859 -3.194 4.680 0.00
H 2.416 -3.831 4.079 0.00
H 1.068 -4.956 4.436 0.00
H 2.807 -3.365 1.006 0.00
H 1.850 -4.586 0.088 0.00
H 2.631 -5.050 1.605 0.00
H -0.511 -5.846 2.751 0.00
H -0.684 -5.504 1.019 0.00
H -1.678 -4.617 2.209 0.00
C 5.234 -0.129 0.615 0.00
C 3.976 -0.841 0.316 0.00
N 3.212 -1.163 1.350 0.01
O 3.819 -0.590 2.485 0.00
C 3.508 -1.127 -1.014 0.01
C 4.246 -0.751 -2.248 0.00
N 2.333 -1.796 -1.071 -0.01
O 1.785 -2.084 -2.227 -0.01
H 5.860 -0.703 1.305 0.00
H 5.047 0.842 1.086 0.00
H 5.803 0.032 -0.303 0.00
H 3.215 -0.804 3.221 0.00
H 3.689 -1.077 -3.127 0.00
H 4.390 0.338 -2.305 0.00
H 5.233 -1.225 -2.250 0.00
```